Entry 1:
A structure of composition C17H28FO4Rb2 at a distorted geometry. Source: the Open Molecules 2025 dataset; level of theory: ωB97M-V/def2-TZVPD.

Summary:
- 2S+1 = 1
- Kohn-Sham gap (eV) = 6.5
- maximum force (eV Å⁻¹) = 3.43
- LUMO (eV) = -4.12
- charge = +1
- calculated total energy (hartree) = -1113.28694

Last column: Löwdin charge in e.
Geometry (Å):
Rb 12.02337 8.73050 -5.80023  0.859
Rb 13.10814 5.53693 -9.01004  0.902
C 8.49075 7.51184 -7.68726  -0.074
C 9.60226 6.65224 -8.30878  -0.559
O 10.79067 6.80190 -7.71697  -0.560
H 8.78674 8.55505 -7.57684  0.047
H 8.19956 7.19973 -6.68431  0.052
H 7.52833 7.37635 -8.18070  0.053
H 9.70706 7.02342 -9.32826  0.071
H 9.27253 5.62757 -8.48034  0.092
C 11.35702 8.81437 -11.68828  -0.016
C 12.41818 9.24613 -12.61322  -0.506
O 12.39170 9.25802 -13.83200  0.087
C 13.71617 9.72436 -11.98921  -0.016
H 11.61058 7.85511 -11.23704  0.087
H 10.47325 8.76772 -12.32457  0.093
H 11.13284 9.63694 -11.00914  0.066
H 14.23893 8.80999 -11.70857  0.079
H 13.44564 10.30044 -11.10432  0.074
H 14.29759 10.29573 -12.71281  0.094
C 9.66498 10.86103 -8.88026  -0.020
C 8.23175 10.81746 -9.43670  -0.452
O 7.24320 11.26550 -8.84484  0.056
C 8.01960 10.35201 -10.86870  -0.009
H 10.30315 11.30553 -9.64396  0.081
H 9.98581 9.82547 -8.76727  0.049
H 9.61621 11.32490 -7.89509  0.086
H 8.77902 9.61585 -11.13223  0.044
H 8.07385 11.21125 -11.53717  0.098
H 7.05249 9.86358 -10.98805  0.091
C 5.47525 3.46045 -7.27512  -0.025
C 4.72388 4.33070 -8.23688  -0.515
O 3.64245 4.01307 -8.66286  0.089
C 5.44582 5.53790 -8.71476  -0.031
H 6.46130 3.22063 -7.67298  0.083
H 4.92633 2.54897 -7.03848  0.086
H 5.62075 3.91812 -6.29662  0.077
H 4.84702 6.22907 -9.30790  0.093
H 6.29263 5.27742 -9.34970  0.088
H 5.86856 6.04667 -7.84841  0.066
F 8.10657 4.11668 -0.68591  0.080
C 8.70249 4.60065 -1.79148  -0.289
C 10.05389 4.52609 -1.94122  -0.029
C 10.69996 5.01131 -3.04993  -0.073
C 9.91775 5.41236 -4.14448  -0.105
C 8.55715 5.39405 -4.05518  -0.077
C 7.95278 5.11125 -2.81576  0.007
H 10.63806 4.07431 -1.15316  0.125
H 11.77917 5.05262 -3.05080  0.100
H 10.21058 5.70629 -5.14160  0.079
H 7.94032 5.60588 -4.91602  0.095
H 6.88401 5.14513 -2.66417  0.122


Entry 2:
A cluster of 4 separate species, C17H28N5O6S in total at a distorted geometry. Source: the Open Molecules 2025 dataset; level of theory: ωB97M-V/def2-TZVPD.

Summary:
- 2S+1 = 1
- Kohn-Sham gap (eV) = 7.4
- maximum force (eV Å⁻¹) = 2.16
- LUMO (eV) = -4.85
- charge = +1
- calculated total energy (hartree) = -1787.63948

Last column: Löwdin charge in e.
Geometry (Å):
O -0.50290 5.02232 0.41265  -0.250
S -0.66643 3.65222 0.09385  0.586
O -1.75683 3.36690 -0.77514  -0.254
O -0.84677 2.82266 1.46308  -0.133
C 0.87364 3.05655 -0.63730  -0.202
C 0.57208 1.88847 -1.58800  -0.186
C 1.82501 1.00092 -1.85110  -0.087
C 2.03563 0.06278 -0.69323  -0.103
C 2.87096 0.44113 0.31372  0.042
C 3.00626 -0.43475 1.36446  0.023
N 2.33679 -1.55370 1.30883  0.060
N 1.55478 -2.00125 0.36672  0.192
C 1.38629 -1.20181 -0.65575  -0.126
C 0.49356 -1.71799 -1.74561  -0.136
O -0.68523 -0.94479 -1.83973  -0.108
C -1.18528 -0.96306 -3.19402  -0.236
O -2.53765 -0.76004 -3.18392  -0.062
C -2.88409 0.50681 -2.61470  -0.140
C -3.44202 0.37029 -1.16873  -0.211
O -3.77251 -0.96498 -0.86374  -0.043
H -0.58229 1.91191 1.26597  0.078
H 1.32061 3.89320 -1.17135  0.099
H 1.47306 2.72430 0.20855  0.088
H 0.18243 2.25471 -2.52900  0.129
H -0.16935 1.26593 -1.09260  0.086
H 1.70664 0.45570 -2.78159  0.121
H 2.69623 1.65016 -1.90979  0.131
H 3.40220 1.37713 0.29193  0.140
H 3.62950 -0.22053 2.21496  0.157
H 2.42722 -2.17367 2.12160  0.131
H 1.05765 -1.65058 -2.68158  0.139
H 0.22931 -2.75513 -1.54225  0.142
H -0.65942 -0.22432 -3.81670  0.145
H -1.00889 -1.95295 -3.62082  0.145
H -2.05535 1.20969 -2.66551  0.099
H -3.67352 0.92819 -3.23577  0.130
H -4.30076 1.01088 -1.02256  0.126
H -2.65014 0.69233 -0.48587  0.091
H -2.95416 -1.46123 -0.81469  0.069
C -0.58870 -5.03766 1.88205  -0.073
C 0.25548 -4.08100 2.58679  -0.245
N 0.92197 -3.32203 3.14450  0.120
H -1.51322 -4.55879 1.57440  0.064
H -0.06448 -5.40925 1.00234  0.089
H -0.82505 -5.87276 2.53315  0.075
C -2.73071 -4.94314 5.43776  -0.055
C -3.07973 -5.19531 4.04133  -0.265
N -3.35935 -5.39912 2.94089  0.141
H -3.03720 -3.93759 5.71786  0.087
H -3.23708 -5.66178 6.07853  0.088
H -1.65491 -5.03943 5.57456  0.080
C 3.43984 6.35332 -0.12191  -0.063
C 3.17452 6.14874 -1.54496  -0.286
N 2.95954 5.98271 -2.66574  0.131
H 3.21216 7.38129 0.15082  0.090
H 2.81766 5.68470 0.47088  0.069
H 4.48802 6.15206 0.09073  0.083


Entry 3:
The ion C17H28NO4 with charge +1 at a distorted geometry. Source: the Open Molecules 2025 dataset; level of theory: ωB97M-V/def2-TZVPD.

Summary:
- 2S+1 = 1
- Kohn-Sham gap (eV) = 9.2
- energy relative to the best compared isomer or geometry (same formula, charge and spin) (kcal per mole) = 0.00
- maximum force (eV Å⁻¹) = 1.04
- structure (SMILES) = COc1ccccc1COC[C@H](O)C[N@H+]1CCCC[C@@H]1CO
- LUMO (eV) = -2.12
- charge = +1
- calculated total energy (hartree) = -1020.06657

Last column: Löwdin charge in e.
Geometry (Å):
C -2.21005 -2.82848 0.01145  -0.057
H -1.29235 -3.40165 0.13443  0.097
H -2.94893 -3.16993 0.73944  0.106
H -2.59321 -2.97571 -1.00175  0.105
O -1.85272 -1.47869 0.23880  -0.129
C -2.85980 -0.54422 0.30816  -0.213
C -4.17911 -0.79601 -0.04152  -0.004
C -5.12422 0.21295 0.03899  -0.060
C -4.76505 1.47941 0.46022  -0.071
C -3.44910 1.73464 0.80451  -0.028
C -2.48916 0.73695 0.74262  -0.148
C -1.06696 1.01674 1.15379  -0.110
H -0.94146 2.08465 1.36998  0.136
H -0.81345 0.43789 2.04706  0.143
O -0.10601 0.60550 0.18992  -0.186
C -0.23066 1.21427 -1.08649  -0.119
C 0.43883 0.27021 -2.09373  -0.301
O -0.11471 -1.01300 -2.01000  -0.017
H -0.64925 -1.08017 -1.19512  0.071
H 0.26363 0.64756 -3.11086  0.164
C 1.97385 0.24258 -1.89412  -0.038
N 2.34127 -0.16482 -0.51688  -0.055
C 2.31348 -1.64280 -0.39058  -0.102
C 2.35690 -2.05133 1.07141  -0.151
C 3.63923 -1.52330 1.70188  -0.175
C 3.72856 -0.01610 1.49248  -0.130
H 4.67624 0.35204 1.88561  0.130
H 2.92377 0.48385 2.03589  0.132
C 3.62500 0.37402 0.01440  -0.221
H 4.44620 -0.06554 -0.56061  0.172
C 3.68332 1.90496 -0.10791  -0.195
O 2.44396 2.42422 0.31854  -0.037
H 2.53222 3.36395 0.50536  0.116
H 4.50460 2.26121 0.52352  0.136
H 3.90460 2.21791 -1.13807  0.123
H 3.65921 -1.74533 2.76785  0.121
H 4.50213 -2.01170 1.24558  0.123
H 2.31712 -3.13772 1.14165  0.127
H 1.48499 -1.64852 1.59022  0.123
H 1.40676 -2.00628 -0.87516  0.125
H 3.18032 -2.04304 -0.92329  0.149
H 1.57975 0.22091 0.09007  0.144
H 2.34584 1.24336 -2.09787  0.127
H 2.42002 -0.45602 -2.60458  0.150
H -1.28880 1.33285 -1.34589  0.145
H 0.24727 2.20172 -1.08799  0.135
H -3.16061 2.72038 1.13839  0.118
H -5.50134 2.26443 0.52062  0.108
H -6.14605 0.00070 -0.23348  0.113
H -4.48153 -1.77393 -0.37809  0.110


Entry 4:
A structure of composition C17H29AlBrCl3FINO11PSi2 at a distorted geometry. Source: the Open Molecules 2025 dataset; level of theory: ωB97M-V/def2-TZVPD.

Summary:
- 2S+1 = 1
- Kohn-Sham gap (eV) = 2.6
- energy relative to the best compared isomer or geometry (same formula, charge and spin) (kcal per mole) = 0.00
- maximum force (eV Å⁻¹) = 3.90
- LUMO (eV) = -3.60
- charge = 0
- calculated total energy (hartree) = -7062.31658

Last column: Löwdin charge in e.
Geometry (Å):
C -0.45061 1.65572 4.03186  -0.067
C 0.36628 1.35600 2.71374  -0.404
C 0.51215 -0.18883 2.62740  -0.133
C -0.34821 2.00391 1.47610  -0.185
Si -1.65353 0.87324 0.65199  0.517
C -2.59974 1.99863 -0.54334  -0.180
C -1.57498 2.71950 -1.47207  -0.441
N -1.44625 2.13978 -2.80853  0.027
C -0.92503 -0.51919 -0.40717  -0.244
C 0.27763 -0.10902 -1.24578  -0.848
O 0.84381 0.93216 -1.22611  -0.156
I 0.99860 -1.57317 -2.67640  0.884
O -2.58257 0.29282 1.94494  -0.292
Si -4.11178 -0.27610 1.55114  0.564
C -4.16408 -1.55574 0.14613  -0.179
C -5.30170 -2.55339 0.43071  -0.624
O -5.10957 -3.40501 1.18221  0.176
O -6.51557 -2.37174 -0.16821  0.092
P -5.60303 1.33281 1.11782  0.387
O -5.20485 2.66756 1.57809  -0.308
O -6.98442 0.91919 1.92080  -0.175
O -6.02221 1.24235 -0.46367  -0.175
H 0.24398 2.14088 4.73411  0.078
H -0.85343 0.73616 4.48144  0.078
H -1.30773 2.32413 3.85550  0.070
H 1.37896 1.76926 2.83019  0.123
H 0.89756 -0.55613 1.66579  0.015
H -0.39988 -0.71797 2.94979  0.080
H 1.27498 -0.47347 3.37695  0.096
H 0.34649 2.45934 0.74583  0.028
H -0.95551 2.84358 1.88169  0.089
H -3.17929 2.77942 -0.02109  0.085
H -3.28459 1.44725 -1.21613  0.082
H -1.92397 3.77164 -1.60687  0.116
H -0.56705 2.78919 -0.98224  -0.149
H -0.55792 1.67551 -2.96965  0.034
H -2.23396 1.56227 -3.06791  0.098
H -0.66390 -1.41992 0.18552  0.023
H -1.70733 -0.83195 -1.12939  0.081
H -4.61506 -0.97183 2.75107  0.031
H -3.21454 -2.12361 0.20680  0.055
H -4.19990 -1.09316 -0.85760  0.080
H -6.37871 -2.12562 -1.09606  0.114
H -6.72356 0.83026 2.85312  0.074
H -6.72509 0.56742 -0.51768  0.073
C 7.34955 -0.46049 -2.63189  0.068
C 6.65016 -1.40689 -1.90409  -0.169
C 5.22973 -1.18178 -1.48795  -0.295
O 4.64396 -2.04519 -0.86794  0.133
C 4.63065 0.08587 -1.85444  0.057
C 5.33053 0.99074 -2.55314  -0.245
C 6.75004 0.71996 -2.98585  -0.240
O 7.44010 1.59733 -3.69089  -0.328
O 4.79471 2.17003 -2.89313  -0.028
O 7.18814 -2.50240 -1.56311  0.201
H 8.37532 -0.62304 -2.93413  0.139
H 3.61265 0.26480 -1.54036  0.105
H 5.53524 2.65254 -3.39809  -0.187
H 6.49220 -2.99434 -1.06158  0.172
C 0.29195 -4.44574 1.34542  -1.135
Cl -0.96686 -3.98449 0.11785  0.440
Cl 1.48239 -3.14141 1.50278  0.499
H -0.19190 -4.61321 2.29287  -0.096
H 0.78673 -5.34373 1.01106  -0.035
Al 0.68646 3.62672 -1.73164  1.052
Br 6.51538 2.94098 -4.68232  1.084
Cl 1.29704 -5.75809 3.30182  -0.362
F 9.02488 -1.51238 -1.20606  -0.519